Record 1
17
Properties=species:S:1:pos:R:3:forces:R:3 method="wB97M-V/def2-TZVPD" smiles="CC(=O)O.O.O.O" charge=0 lumo_ev=0.22 orbital_gap_ev=11.220 max_force_ha_per_bohr=0.0387 e_tot_ha=-458.41207
O 0.95357 -0.58779 0.84477 0.75 0.72 -0.17
C 0.69231 1.38044 -0.53088 -0.82 0.34 -0.63
H -0.15671 1.79143 0.00610 -0.15 -0.47 0.67
H -0.37741 0.97329 3.14310 -0.45 0.69 0.21
H -0.36978 -2.57210 0.17706 -0.12 -0.04 0.35
H -2.34910 0.24646 -1.09932 -0.15 0.35 0.11
C 0.89517 -0.06157 -0.25686 -1.35 -1.17 0.89
O 0.37530 -3.17394 0.25240 0.27 -0.30 -0.32
H 1.50902 2.01132 -0.19894 0.36 -0.05 -0.52
H -2.54705 0.47619 -2.55347 -0.11 0.31 -0.12
O 0.75494 -0.82895 -1.35152 0.45 0.31 -0.39
H 0.32617 1.44963 -1.56075 0.95 0.46 -0.05
H 0.86039 -1.77588 -1.12167 0.00 0.14 0.25
H 0.83405 0.86457 2.41543 0.31 0.60 -0.47
O -2.63337 0.94133 -1.71144 0.29 -0.67 0.00
H 0.99374 -2.71406 0.84001 -0.32 0.06 -0.07
O 0.23876 1.57964 2.70598 0.07 -1.26 0.24

=====

Record 2
18
Properties=species:S:1:pos:R:3:forces:R:3 method="wB97M-V/def2-TZVPD" charge=-1 lumo_ev=3.00 orbital_gap_ev=6.074 max_force_ha_per_bohr=0.0299 e_tot_ha=-3110.62675
C -0.52026 0.22110 0.96813 -0.30 -0.23 0.15
H -1.06286 2.18017 -0.28223 0.27 0.16 -0.09
H 1.09777 -2.00752 1.33818 -0.04 -0.12 0.02
H 0.07914 0.94843 1.52590 0.00 0.06 -0.16
H -1.57192 0.48039 1.15809 0.03 -0.05 0.00
H -0.38532 1.92948 -1.78050 0.08 0.07 0.10
Br 3.16299 2.36120 -1.96935 0.59 0.53 -0.17
H 1.67546 0.89095 -0.03817 0.13 0.44 -0.35
Si -0.23406 -1.47664 1.70390 -0.11 0.24 -0.13
H -1.56297 -1.22461 -0.93107 0.00 -0.01 -0.03
H -0.01020 -1.52563 -1.47820 -0.08 -0.10 0.15
N -0.71732 -0.82633 -1.30884 0.15 0.11 -0.20
H -0.33423 -1.40455 3.18397 0.07 -0.02 0.01
N -0.92521 1.51518 -1.02866 -0.41 -0.25 -0.01
C -0.22844 0.32219 -0.55511 0.31 0.41 0.41
H 1.64442 -0.44123 -0.94965 0.09 0.08 -0.11
H -1.30630 -2.40344 1.26335 0.10 -0.12 0.02
N 1.19931 0.46084 -0.81972 -0.87 -1.20 0.39

=====

Record 3
16
Properties=species:S:1:pos:R:3:forces:R:3 method="wB97M-V/def2-TZVPD" charge=+1 lumo_ev=-3.18 orbital_gap_ev=11.828 max_force_ha_per_bohr=0.0388 e_tot_ha=-267.29633
N 0.17294 -1.12278 -0.94859 -0.31 -0.70 0.84
H -1.74665 -2.16067 -1.10142 0.33 0.08 0.03
N 0.65572 1.24319 0.24283 -1.04 0.34 -1.67
H 0.43908 -1.46436 -1.86254 -0.11 0.04 -0.22
H 0.39034 0.30693 -0.33693 0.25 0.46 0.71
C 1.03648 1.03546 1.67085 0.70 0.40 -0.92
H 1.24398 1.99464 2.13349 -0.14 0.04 0.08
H 1.97256 0.48558 1.61999 -0.16 -0.31 0.48
H 1.32974 1.65990 -0.40700 0.73 -0.07 0.83
H -1.73908 0.06729 -1.89265 -0.36 0.15 -0.37
H -1.32712 -1.38332 0.46010 -0.19 -0.12 -0.15
C -1.26413 -1.29807 -0.62655 -0.22 0.72 -0.19
O -1.94985 -0.09818 -0.97153 0.46 -0.45 0.34
H 0.67812 -1.69538 -0.27320 0.23 -0.05 -0.28
H 0.22427 0.52451 2.17504 0.12 -0.13 0.02
H -0.11638 1.90525 0.11811 -0.30 -0.40 0.45

=====

Record 4
17
Properties=species:S:1:pos:R:3:forces:R:3 method="wB97M-V/def2-TZVPD" spin_multiplicity=2 charge=0 lumo_ev="0.87 / 0.84" orbital_gap_ev="5.055 / 8.928" s_squared=0.753 max_force_ha_per_bohr=0.0455 e_tot_ha=-342.68170
H -0.31717 -0.97537 1.37071 -0.11 0.43 -0.22
H -3.52991 3.01660 -0.29281 -0.41 -0.13 0.04
H -1.68843 -0.26847 -0.59801 1.19 -0.11 -0.62
C -0.92337 0.52363 -0.80271 -2.15 0.51 0.78
H 1.95387 -1.51027 1.88294 0.40 0.27 -0.44
N 1.77610 -0.63273 1.41162 0.16 0.86 0.38
H -1.44809 1.31852 -0.29674 0.06 0.67 0.85
N 0.37767 0.27679 -0.25870 -0.80 -0.08 -1.45
O -3.35920 2.44751 0.46120 0.46 0.00 0.30
H 3.40944 -2.08461 -0.80727 -0.04 0.18 0.13
H 2.54255 -0.20189 0.88049 -0.59 -0.89 0.48
H -4.15822 1.98761 0.72901 -0.18 0.22 -0.31
H 1.05955 0.96406 -0.51648 0.32 0.03 0.43
O 2.45280 -2.20737 -0.82451 0.51 -0.54 -0.43
H 2.38307 -3.02085 -1.34138 -0.29 0.10 0.03
H -1.04371 0.92540 -1.81214 0.89 -0.88 -0.44
C 0.51306 -0.55857 0.81476 0.59 -0.64 0.49

=====

Record 5
17
Properties=species:S:1:pos:R:3:forces:R:3 method="wB97M-V/def2-TZVPD" charge=+1 lumo_ev=-3.33 orbital_gap_ev=11.313 max_force_ha_per_bohr=0.0328 e_tot_ha=-342.56126
H -2.00306 -1.28906 1.51672 0.05 -0.15 -0.37
H 3.17820 1.70133 -0.28557 0.91 -0.04 -0.03
O 2.26565 1.93239 -0.19169 -1.27 0.21 -0.11
O 1.56739 -2.12881 1.53934 0.15 -0.24 -0.62
H 2.21754 2.89925 -0.17731 0.20 -0.29 0.00
H 2.35785 -1.76249 1.10003 -0.47 -0.49 0.35
H -2.45740 -0.62683 -0.92301 0.16 0.02 -0.07
H 0.86056 0.63646 -1.81203 0.10 0.26 -0.09
H 1.49791 -3.06339 1.25782 0.27 0.77 0.22
H -3.13931 0.07911 1.38374 -0.14 -0.25 -0.22
N -1.86077 -0.12011 -0.27994 0.22 -0.16 -0.38
C -2.13925 -0.27821 1.14365 -0.55 0.86 0.82
N -0.08998 0.30168 -1.78916 -0.60 -0.65 -0.43
C -0.73539 0.43132 -0.66252 0.36 -0.78 1.45
H -1.48734 0.37358 1.72311 0.24 -0.08 -0.18
H -0.36678 -0.45146 -2.41604 0.18 0.54 -0.13
H -0.21248 0.91045 0.15472 0.18 0.47 -0.21

=====

Record 6
17
Properties=species:S:1:pos:R:3:forces:R:3 method="wB97M-V/def2-TZVPD" charge=+1 lumo_ev=-3.20 orbital_gap_ev=11.049 max_force_ha_per_bohr=0.0239 e_tot_ha=-342.57257
H 0.83657 -2.74996 0.07526 0.10 0.19 0.11
H -2.10959 0.74748 0.18758 0.08 -0.42 0.18
C 0.41265 -2.28848 -0.80840 -0.20 -0.26 -0.47
H -0.36869 -0.79789 0.51680 -0.08 -0.05 0.05
H 1.19143 -1.94641 -1.48254 0.16 0.07 0.09
H 3.82676 3.17717 0.16535 -0.13 0.02 0.11
H -1.52232 -0.85436 -2.22351 0.20 -0.76 0.27
O -0.49156 0.64717 1.92513 -0.06 -0.20 -0.33
H -0.17452 -3.05437 -1.30824 0.01 -0.04 -0.10
H -0.46685 0.37558 2.85212 0.08 0.22 -0.12
H 0.19512 1.31427 1.79168 0.00 -0.09 0.25
H -3.04866 0.45854 -1.24684 0.60 0.20 0.27
C -1.38484 -0.66194 -1.16106 -0.77 0.89 0.35
H 2.82216 3.63817 1.23793 0.19 -0.08 -0.21
N -0.47971 -1.20192 -0.41546 0.61 -0.04 0.19
N -2.22356 0.24693 -0.68557 -0.65 0.31 -0.78
O 2.98561 2.95002 0.57977 -0.14 0.04 0.13

=====

Record 7
17
Properties=species:S:1:pos:R:3:forces:R:3 method="wB97M-V/def2-TZVPD" charge=+1 lumo_ev=-3.76 orbital_gap_ev=10.670 max_force_ha_per_bohr=0.0762 e_tot_ha=-342.49902
H -0.44924 2.38447 -0.46298 -0.59 -0.61 0.21
C 0.66421 0.07827 -0.23720 0.94 -0.03 -0.75
H -1.91546 1.89235 0.67946 2.92 0.31 -0.52
O -0.91072 -1.48073 2.31757 2.30 0.66 -0.11
O 0.47710 -0.47728 -2.91634 0.76 0.26 -3.29
C -0.72497 1.90871 0.49894 -1.57 2.20 0.66
H -0.20041 2.58532 1.22442 -0.81 -0.71 -0.16
H -0.44023 -0.15721 -3.09222 1.09 -0.44 -0.13
H -0.28194 -1.28943 3.04364 -0.75 -0.47 -0.23
H 0.82473 -1.91420 0.34426 -0.65 1.36 -1.78
N -0.25675 0.56871 0.56655 1.63 -1.73 1.46
H 1.63787 -1.49651 -1.23658 -1.97 1.39 2.50
H -1.70399 -1.76813 2.71941 -1.36 -0.52 0.76
H 0.95707 -0.52266 -3.85273 -1.83 0.28 2.91
H 1.39874 0.73411 -0.64180 -0.36 0.88 -1.74
H -0.01511 0.13593 1.47935 -2.04 0.30 -0.38
N 0.93912 -1.18171 -0.43373 2.29 -3.12 0.60

=====

Record 8
16
Properties=species:S:1:pos:R:3:forces:R:3 method="wB97M-V/def2-TZVPD" spin_multiplicity=2 charge=-1 lumo_ev="4.15 / 4.06" orbital_gap_ev="2.961 / 9.363" s_squared=0.750 max_force_ha_per_bohr=0.0435 e_tot_ha=-246.97009
H 1.87079 -1.35609 0.89089 0.11 -0.02 0.20
H 2.82913 -0.37544 0.00790 -0.70 -0.35 0.11
C 1.13219 0.55710 0.59791 0.70 -2.11 -0.28
N 1.85417 -0.67910 0.14049 -0.19 0.02 -0.42
H 2.35519 2.20444 0.59144 -0.03 0.18 -0.33
N -2.50428 -1.12926 -0.33064 -0.12 1.39 -1.12
C -2.52594 -0.31199 -1.58322 1.55 0.59 -0.93
H 0.37348 0.27690 1.34632 0.37 0.09 0.05
H -1.51820 -1.10031 -0.09367 -0.05 -0.20 0.58
H -2.96486 -0.52450 0.33993 0.05 -0.30 0.53
H -1.49690 -0.34690 -2.03213 -0.95 -0.63 -0.07
H 0.53020 0.82454 -0.27232 0.45 1.06 0.11
H 1.79188 1.78217 2.03438 0.22 0.05 0.04
H -3.27774 -0.62925 -2.31171 0.14 -0.20 0.14
N 2.17220 1.39249 1.16582 -0.98 1.07 0.52
H -2.57271 0.80443 -1.54253 -0.57 -0.63 0.85

=====

Record 9
16
Properties=species:S:1:pos:R:3:forces:R:3 method="wB97M-V/def2-TZVPD" charge=0 lumo_ev=1.00 orbital_gap_ev=7.963 max_force_ha_per_bohr=0.0576 e_tot_ha=-246.90927
N -0.35212 1.23486 -0.85906 -2.33 1.50 -1.04
H 0.61612 0.30914 0.92003 -0.16 0.37 0.28
H 1.41220 -1.96321 -0.67651 0.00 -0.05 0.01
H -0.05521 1.97819 1.01586 2.01 -1.64 -0.37
H 1.64820 1.60914 0.53251 -0.12 0.12 0.28
H 0.24289 -3.28694 -0.54415 0.07 0.06 0.04
C -1.36245 2.13485 -0.52869 1.10 -1.08 -1.85
N -0.18305 -1.49704 0.58701 -0.05 -0.09 0.01
H 0.39136 1.61706 -1.44195 -0.19 0.15 0.28
H -2.36297 1.75432 -0.71857 0.08 -0.12 0.65
H -1.20003 3.19006 -0.76088 -0.02 -0.08 0.00
C 0.73641 -2.47734 0.00859 -0.08 -0.02 0.02
H -0.84161 -1.94378 1.21577 0.06 0.05 -0.10
H 1.33960 -2.91972 0.80325 -0.01 -0.01 -0.07
H -0.71021 -1.02781 -0.14698 0.05 0.01 0.13
N 0.68088 1.28822 0.59376 -0.41 0.81 1.74

=====

Record 10
18
Properties=species:S:1:pos:R:3:forces:R:3 method="wB97M-V/def2-TZVPD" charge=0 lumo_ev=0.79 orbital_gap_ev=9.664 max_force_ha_per_bohr=0.1190 e_tot_ha=-397.47660
N 0.07163 0.61122 -1.97829 -1.49 0.87 4.78
H 3.53042 0.53034 4.43020 -0.01 -2.34 -1.40
C -0.67599 1.03447 -0.81707 -3.01 -1.11 -3.33
H -1.93797 -4.08968 0.55575 -0.76 3.47 0.49
H -0.41469 0.80461 -2.83239 0.81 -0.22 -0.37
O 3.65902 -0.22427 3.75420 -1.36 -1.01 2.01
C 1.43617 0.42629 -1.62688 3.07 1.55 -5.06
H -1.10659 1.56433 0.92172 1.69 -0.95 -0.79
N -0.27453 1.16327 0.37596 -1.12 0.94 0.42
H -2.93271 -3.23032 -0.15235 0.03 0.71 0.25
H -2.74580 0.85443 -0.39638 0.70 0.61 -1.29
H 1.94844 1.31690 -1.19370 -0.56 -0.26 -0.45
N -2.11906 1.04528 -1.20457 1.08 -0.36 2.00
H 3.19596 -1.11212 4.07593 1.38 3.35 -0.62
H 2.01283 0.14893 -2.65565 -1.08 0.74 2.36
O -2.28877 -3.08574 0.56385 0.72 -4.16 -0.73
H -2.50282 1.53459 -2.00048 0.29 0.04 0.31
H 1.68359 -0.34481 -0.98511 -0.39 -1.87 1.41

=====

Record 11
17
Properties=species:S:1:pos:R:3:forces:R:3 method="wB97M-V/def2-TZVPD" charge=+1 lumo_ev="-5.53 / -4.46" orbital_gap_ev="7.932 / 9.131" max_force_ha_per_bohr=0.1158 e_tot_ha=-301.32799
H -0.93796 -1.50791 1.27175 0.48 -0.47 0.72
H -1.16141 1.95098 1.64114 -0.25 0.39 -0.18
H 0.10653 2.07178 -0.69926 0.21 1.04 0.02
N 0.43278 0.16462 -0.57174 -1.13 -1.25 0.12
H 2.16828 -0.92356 -0.57883 0.29 -2.20 -0.96
C -0.34763 1.31147 1.34658 2.30 0.56 0.32
N -0.13158 1.32183 -0.09124 -0.82 -1.89 0.12
H -0.68067 0.25312 1.56358 0.98 1.54 0.35
C -0.89100 -1.66863 0.22280 -2.17 2.05 0.05
H 0.65022 1.76352 1.80780 -2.15 -1.52 -0.02
H 1.70801 -0.15716 0.91169 0.72 0.07 -3.79
H 0.61714 -0.69320 -2.26996 0.62 -1.79 -1.57
N 1.77607 -0.10715 -0.23308 -1.60 2.94 4.92
H -0.56107 -2.54354 -0.21620 1.38 -1.59 -0.58
H -0.98087 0.12190 -2.00520 2.35 -0.67 0.16
H -1.83801 -1.34907 -0.23515 0.52 0.26 -0.01
N 0.07116 -0.00898 -1.86468 -1.73 2.52 0.33

=====

Record 12
16
Properties=species:S:1:pos:R:3:forces:R:3 method="wB97M-V/def2-TZVPD" smiles=CCN.O.O charge=0 lumo_ev=0.70 orbital_gap_ev=10.879 max_force_ha_per_bohr=0.0359 e_tot_ha=-288.01717
C -1.43679 -1.21548 0.76091 0.15 0.33 1.12
H 1.67892 2.10104 -0.65603 -0.10 -0.67 -0.41
C -1.14837 0.09572 0.04967 0.75 -0.51 -0.69
H -1.74094 -0.95655 1.78192 -0.45 -0.11 -0.18
H -2.20915 -1.82760 0.30737 -0.02 -0.03 -0.19
H 1.41109 -0.82677 -0.03514 -0.06 0.09 -0.34
H 1.00610 2.54032 0.65084 0.15 -0.07 -0.19
H -0.63133 0.74608 0.75249 -0.13 0.26 0.01
H -0.54872 -1.81730 0.96881 0.15 0.03 -0.54
H 2.89829 -0.53220 -0.07492 0.13 0.04 0.00
O 1.65224 2.80038 -0.01651 -0.07 0.67 0.58
H -0.50112 -1.00022 -1.50052 -0.03 -0.32 -0.91
H -2.07167 0.55846 -0.29378 -0.16 0.14 0.29
O 2.27028 -1.20513 0.19537 0.00 -0.10 0.23
H -0.39241 0.65209 -1.76377 0.05 -0.25 -0.52
N -0.23643 -0.11284 -1.12672 -0.37 0.49 1.74